Record 1
ORCA calculation (ωB97M-V/def2-TZVPD) on a molecular structure, C9H21N3O.

CARTESIAN COORDINATES (ANGSTROEM)
1 C 2.155 2.357 -0.603
2 C 1.077 1.774 0.319
3 C 2.717 -0.022 0.613
4 C 2.417 -1.321 -0.379
5 C 1.384 -2.270 0.110
6 C 0.079 -2.178 -0.869
7 C -1.396 -1.103 0.653
8 C -2.551 -0.153 1.069
9 C -3.451 0.249 -0.079
10 H 3.245 2.805 -0.385
11 H 1.489 3.394 -0.851
12 H 1.940 1.503 -1.617
13 H 0.433 0.209 1.088
14 H 3.424 -0.178 1.682
15 H 3.233 0.920 -0.023
16 H 3.417 -1.809 -0.587
17 H 1.966 -0.825 -1.349
18 H 0.919 -1.775 1.041
19 H 1.501 -3.565 0.464
20 H 0.654 -2.016 -1.866
21 H -0.343 -3.270 -1.106
22 H -0.343 -0.143 -0.892
23 H -0.557 -1.090 1.531
24 H -1.761 -2.122 0.974
25 H -3.107 -0.597 1.986
26 H -2.157 0.740 1.582
27 H -4.543 0.473 0.459
28 H -3.672 -0.615 -0.861
29 H -2.101 1.735 -0.514
30 H -2.554 0.452 -1.588
31 N 1.400 0.504 0.842
32 N -0.755 -1.000 -0.682
33 N -2.836 1.157 -0.913
34 O -0.041 2.144 0.137



Record 2
ORCA calculation (ωB97M-V/def2-TZVPD) on 2 unconnected molecules or ions with the total composition C17H21ClFN2O3.

As for the charge: +1.

CARTESIAN COORDINATES (ANGSTROEM)
1 C -1.263 2.459 1.395
2 C -2.239 2.906 0.219
3 C -1.964 2.122 -1.122
4 O -2.894 0.993 -1.244
5 C -2.215 -0.139 -1.527
6 C -1.279 -0.773 -0.547
7 N -0.612 -1.905 -0.752
8 N -0.795 -2.477 -1.906
9 O -0.124 -3.653 -2.081
10 C 1.215 -3.418 -2.600
11 C 2.316 -3.370 -1.458
12 C -1.554 -2.088 -2.970
13 C -1.589 -2.924 -4.280
14 C -2.479 -4.207 -4.081
15 O -2.581 -4.779 -3.033
16 C -2.335 -0.848 -2.816
17 Cl -3.407 -0.234 -4.080
18 H -0.366 1.896 1.018
19 H -0.898 3.358 1.961
20 H -1.792 1.827 2.160
21 H -2.146 4.009 0.092
22 H -3.302 2.695 0.505
23 H -0.891 1.810 -1.101
24 H -2.085 2.806 -2.000
25 H -1.159 -0.220 0.417
26 H 1.441 -4.288 -3.275
27 H 1.310 -2.490 -3.220
28 H 1.860 -3.173 -0.453
29 H 2.905 -4.311 -1.381
30 H 2.976 -2.487 -1.678
31 H -0.555 -3.236 -4.592
32 H -2.017 -2.343 -5.135
33 H -3.068 -4.590 -4.963
34 F 1.723 4.061 2.474
35 C 2.177 3.327 3.508
36 C 2.624 2.038 3.279
37 C 3.096 1.282 4.345
38 C 3.107 1.820 5.626
39 C 2.651 3.114 5.842
40 C 2.188 3.875 4.777
41 H 2.601 1.633 2.275
42 H 3.456 0.274 4.176
43 H 3.471 1.228 6.457
44 H 2.655 3.531 6.842
45 H 1.837 4.889 4.926



Record 3
ORCA calculation (ωB97M-V/def2-TZVPD) on a single C2H3N5O molecule.

CARTESIAN COORDINATES (ANGSTROEM)
1 H 2.748 1.030 -0.217
2 N 1.790 0.753 -0.155
3 C 1.673 -0.510 0.138
4 N 0.471 -1.207 0.034
5 C -0.630 -0.500 -0.115
6 N -1.983 -1.161 -0.136
7 N -2.925 -0.407 0.012
8 O -2.364 0.909 0.062
9 N -0.980 0.763 0.090
10 H 2.541 -1.182 0.366
11 H -0.341 1.513 -0.079



Record 4
ORCA calculation (ωB97M-V/def2-TZVPD) on a gas-phase ion, C4H7IN (charge +1).

As for the charge: +1.

CARTESIAN COORDINATES (ANGSTROEM)
1 I 2.469 -0.535 1.107
2 C 1.046 -0.289 -0.480
3 C 0.277 1.023 -0.435
4 C -0.842 0.716 0.571
5 C -1.072 -0.728 0.313
6 N -0.055 -1.255 -0.265
7 H 1.580 -0.503 -1.397
8 H -0.182 1.155 -1.417
9 H 0.882 1.895 -0.217
10 H -1.735 1.330 0.511
11 H -0.467 0.765 1.604
12 H -1.930 -1.331 0.581
13 H 0.029 -2.243 -0.477



So what do the calculations give for HOMO-LUMO gap? Going down the list: 8.955; 6.484; 9.155; 8.875 eV.
So what do the calculations give for molecular weight? Going down the list: 187.3; 355.8; 113.1; 196.0 Da.